# 1
DFT (ωB97M-V/def2-TZVPD) results for 13 unconnected molecules or ions with the total composition C68H175N13O21.

Properties
ΔE to the lowest compared entry with this formula, charge and spin	68.3	kcal/mol
calculated total energy	-4987.06789	Eh
net charge	0
lowest unoccupied orbital energy	0.0223	hartree
HOMO-LUMO gap	8.7	eV
molar mass	1511.22	g mol⁻¹

```
277
C68H175N13O21 ωB97M-V/def2-TZVPD
O 5.01000 1.66796 -2.42334
O 6.54160 -0.49256 1.73749
O -4.55913 -2.21629 -1.66327
O 0.27844 -2.08376 -4.76395
O -2.28229 6.40963 -2.93031
O -5.39760 -2.21881 3.98107
O 3.32323 -1.36548 -0.44637
O -1.19607 1.35091 -1.35201
O -3.25615 2.63346 -6.49468
O 1.80927 0.96736 5.40844
O 5.10849 5.30796 -1.24722
O -1.51675 3.05210 9.83429
O 2.41363 -3.02898 3.55685
O 8.36640 -3.63323 -0.54158
O -1.53161 -1.02818 3.87083
O -0.01526 5.13459 2.05372
O -8.40769 0.70122 0.39326
O -0.16463 -4.22821 0.47745
O -4.59897 2.69839 0.46134
O 0.95150 -5.49356 -4.03510
O -4.41202 -6.05612 -2.60891
N 1.04406 0.61321 0.12162
N -7.01786 -1.73238 -0.33157
N 0.14117 4.14122 -0.97966
N -3.37468 -1.27067 1.52545
N -5.03754 5.42704 -4.82443
N 0.27725 1.74774 7.77375
N -5.36400 4.58769 -1.59075
N 2.56648 3.95094 0.94138
N 3.49040 -6.91770 -4.45297
N 11.60234 -4.62757 0.80565
N -2.60116 -5.91499 -0.15521
N 2.76041 0.40258 -5.14951
N 4.89920 -1.07301 3.96730
C -9.42875 1.61571 0.76667
C 4.09406 -1.74955 4.98280
C 3.40481 -5.58877 -3.82414
C 4.83767 6.63194 -1.46904
C -2.05017 -5.65868 1.17775
C 3.36421 1.30738 -4.19497
C 1.22856 -4.07058 0.54019
C -4.32739 2.77187 1.89043
C 1.16908 -2.58705 3.99548
C -1.14984 3.59276 8.57734
C 2.17080 4.05195 2.31734
C 9.68199 -4.04049 -0.54193
C -4.04331 -6.10504 -0.17449
C -1.83714 5.33187 -2.04491
C -4.32358 -2.39454 1.84745
C -6.78834 -2.80863 -1.27558
C -0.91701 2.51902 7.52290
C -4.73421 5.12744 -7.28589
C 4.05478 4.50175 -0.80929
C 3.74695 4.70832 0.64390
C 3.49658 -3.06588 4.48553
C -2.24337 7.63629 -2.18974
C 1.99279 0.96671 4.02978
C -0.89543 4.27548 2.69574
C 2.49283 0.76233 0.39833
C -4.78080 4.49026 -5.90629
C -5.29954 -0.81578 4.35198
C 7.25953 0.28202 0.78997
C -1.62442 0.00330 4.84282
C -3.53031 3.68805 -5.61032
C 9.97428 -3.01749 1.76899
C 1.99457 -5.26770 -3.14140
C -0.29010 5.12268 -1.97593
C -3.38880 -2.16433 -2.49387
C 7.09570 -0.57690 3.05724
C -1.80535 4.03554 10.84167
C -4.22498 -2.74894 3.27681
C 2.00516 -0.64592 -4.46839
C -2.60978 1.23035 -1.56198
C -5.97043 3.10780 0.27705
C -2.09308 1.95703 -6.06493
C -6.24006 3.49613 -1.19521
C 6.11773 2.32456 -2.97102
C -8.25727 -1.75816 0.39838
C 0.82065 0.29467 -1.33282
C -5.79341 -2.42149 -2.34746
C 4.35243 0.72416 -3.32612
C 1.21260 -1.35428 -5.54045
C 1.55411 2.27588 7.32875
C 6.24508 -1.61252 3.80553
C -1.28671 -0.50043 2.56166
C 10.18422 -4.30841 0.89062
C -0.43748 -3.00705 -5.61823
C 3.77562 -4.51573 -4.78597
C -1.91034 -1.50373 1.62599
C 7.84132 -2.71485 -1.47490
C -6.11414 2.20402 -2.07538
C 3.20379 -0.51877 0.73246
C -4.66977 -6.80725 -1.43109
C -4.91406 -6.76249 -3.74391
C 1.79248 2.31435 5.83966
C -0.51070 -5.41292 1.17801
C -0.30709 -5.63853 -3.43514
C 4.05803 -2.55052 -0.14188
C -8.36997 -0.45863 1.18526
C 0.29489 4.81633 -3.34485
C -0.61643 0.09876 -1.60500
C 1.26251 5.25322 2.60535
H -6.88478 1.47206 -1.67752
H 3.11059 4.17508 2.89774
H -3.26956 -2.50455 3.79839
H -0.21271 -0.35168 2.35553
H 5.07497 0.16179 -3.92563
H 5.10401 7.24617 -0.57117
H 2.89064 -6.96456 -5.20832
H 11.89251 -4.91147 1.73075
H -4.38542 3.81790 2.18491
H 6.36113 -2.59378 3.23576
H 10.28317 -3.17225 -1.04643
H 10.84065 -2.37832 1.62526
H 2.34083 1.64663 7.75977
H 8.35038 0.07701 0.84269
H 2.52683 1.40284 1.30138
H -1.89067 4.38215 8.35650
H -1.71651 -2.49748 2.10025
H 1.84158 -5.94174 -2.27687
H -3.13519 0.58267 -0.92243
H -4.21510 -7.81640 -1.60273
H -5.72159 -3.08913 -3.19541
H 6.95998 1.69034 -3.22489
H -6.36051 2.38367 -3.14648
H 1.29849 1.02422 -1.90208
H -10.22310 1.19031 1.33718
H -6.11918 -1.41220 -2.74850
H -5.47570 4.68999 -2.60404
H 3.31374 -1.14952 5.43686
H -2.73460 0.87260 -2.56792
H -5.98197 -6.66562 -3.82475
H 1.48215 -3.21858 -0.10057
H -5.76616 5.44840 -7.66834
H -6.77165 2.38416 0.52357
H 1.33648 4.65254 -3.21074
H -9.17692 -1.94175 -0.24073
H -0.03621 -5.41712 2.18562
H -1.81065 4.35468 2.11873
H 0.71715 -0.57957 -6.18196
H 9.85527 -4.99509 -1.09346
H 3.71452 2.15669 -4.76926
H -4.28622 -3.19519 1.17921
H -2.29581 -5.16824 -0.69663
H 4.27383 -3.61549 3.95896
H 4.59400 4.33683 1.30510
H -7.66773 -3.07132 -1.82642
H 8.59241 -1.93644 -1.68183
H -7.26630 3.82347 -1.26286
H -3.36350 -3.05080 -3.18395
H -0.10199 5.66392 -3.90716
H -3.02626 7.68312 -1.44365
H -2.37589 8.36348 -3.02512
H -5.77109 -7.00371 -1.22397
H 2.70024 -1.13287 1.50116
H 3.95536 -3.28575 -0.98119
H -0.94294 2.98797 6.51836
H 0.13857 6.08673 -1.72782
H 1.78224 3.26450 7.81469
H 3.03504 -4.48487 -5.60761
H 1.72589 -4.98317 0.05599
H -2.44288 0.63515 4.49086
H 3.94106 -0.04359 -2.63725
H -0.14514 4.06307 8.63371
H -0.70815 -4.72742 -3.01008
H -4.64745 -7.77772 -3.75250
H -0.34460 -6.47795 -2.77658
H 1.73687 6.20388 2.26245
H -2.77032 4.53215 10.54202
H 1.20202 5.30862 3.68534
H -6.39309 -0.47545 4.27517
H -5.12136 1.73928 -2.10077
H -4.16616 5.91256 -4.55612
H 1.81800 4.09313 0.23456
H 6.70338 -1.83881 4.75763
H -1.16645 -0.75200 -1.08364
H 4.19825 -0.21092 1.07236
H 3.79974 -3.50510 -4.36235
H -1.79624 1.77688 7.53346
H 4.73053 -4.68720 -5.27376
H 2.67281 2.87981 5.62212
H -0.10411 3.84565 -3.72315
H 6.47925 2.97916 -2.19809
H -5.63573 3.86359 -5.87436
H 9.54870 -5.08540 1.26797
H 2.98312 1.26730 -0.44726
H 9.74497 -3.12518 2.90570
H -6.87317 -0.88744 -0.85949
H 4.72938 -1.92651 5.83929
H -1.82375 1.13165 -6.65797
H -9.80844 2.17664 -0.12941
H -5.00392 2.11416 2.42135
H -0.73416 0.63380 4.85340
H 4.12003 -5.65500 -2.91492
H -6.08821 3.98332 0.92744
H 5.11237 -2.33785 -0.01733
H 1.00315 2.92287 5.36557
H 0.48565 1.49501 0.28221
H 0.50780 -2.78465 3.21181
H 1.29942 -0.24432 -3.69933
H -1.75344 -0.42462 5.79458
H 4.39548 -1.14089 3.09475
H -5.31460 -1.89122 1.75627
H -1.36220 -1.51808 0.68784
H -2.10782 -6.62559 1.74511
H 3.18349 4.65868 -1.44234
H 3.51176 5.76779 0.89700
H -0.53204 3.19299 2.72579
H 1.17914 1.45097 3.54452
H 6.97978 0.39859 3.58544
H -4.95206 -0.67698 5.34938
H -3.35326 -1.20382 -3.03925
H -1.68808 0.51033 2.42310
H -0.09722 -6.26697 0.60176
H 7.46552 -3.36258 -2.34833
H 2.63091 1.80357 -3.55391
H -1.31590 2.65494 -6.15967
H -3.32662 2.41434 2.03860
H 6.90443 -0.10968 -0.20476
H -4.57370 -5.17330 -0.13035
H -7.48173 -0.30251 1.85001
H -1.27065 -3.42953 -4.99310
H -2.24443 4.33581 -2.30395
H 2.61663 -1.38561 -3.92197
H -0.72173 -0.14518 -2.68572
H 11.69296 -5.45616 0.20626
H 3.67716 -2.93006 0.81601
H -8.91530 2.38759 1.37171
H 1.99693 -4.24203 -2.76649
H -0.14343 4.44847 -0.07818
H -4.34257 4.38559 -1.47001
H 9.16331 -2.50836 1.27820
H 2.06660 -0.07223 3.70841
H -4.36030 -6.74403 0.63766
H 1.58356 3.17004 2.55834
H -1.24471 7.64090 -1.66739
H -2.22024 5.56519 -1.00951
H -1.05550 4.78163 10.89495
H 0.84967 -3.25701 4.80124
H -3.72704 3.19533 -4.66287
H 8.13772 -0.87269 2.99053
H 3.09124 -7.59752 -3.79183
H -4.70028 -0.23346 3.65494
H -0.98508 -5.71842 -4.33050
H -8.36351 -2.56241 1.13766
H -6.39078 -3.70082 -0.89537
H -1.89838 3.36719 11.72775
H 5.41288 7.01847 -2.31328
H -4.48394 -6.25317 -4.58116
H 6.88168 -2.35888 -1.04920
H -3.49738 -1.07352 0.52894
H -0.91723 -2.48211 -6.47620
H 0.14137 0.88252 7.30171
H 0.19244 -3.82778 -5.95701
H 3.21709 -3.80999 5.30010
H 3.56795 -0.00915 -5.59021
H 1.29023 -0.66131 -1.52504
H -2.52636 -2.24849 -1.83756
H -9.15677 -0.47530 1.97566
H -0.17207 3.20169 -1.23072
H 3.73100 6.83904 -1.66187
H -4.25671 4.45612 -8.03646
H 5.74656 2.90319 -3.85650
H -2.21747 1.70348 -4.98680
H 4.44785 3.47101 -1.00701
H 2.92772 1.44201 3.68295
H 6.99616 1.31995 0.85678
H -2.64460 -4.92122 1.74145
H 1.67873 -3.84493 1.57802
H -2.70001 4.33096 -5.39469
H 1.76978 -2.03543 -6.20626
H -1.00175 4.69106 3.70976
H -3.17782 2.17733 -1.43508
H -5.71219 6.10585 -5.10371
H -4.33811 -3.78713 3.39070
H 1.09048 -1.53426 4.29642
H -3.96983 5.91301 -7.23841
```

# 2
DFT (ωB97M-V/def2-TZVPD) results for a gas-phase ion, C10H13N2S (charge +1).

Properties
ΔE to the lowest compared entry with this formula, charge and spin	50.2	kcal/mol
calculated total energy	-896.19931	Eh
net charge	+1
lowest unoccupied orbital energy (alpha / beta)	-0.1581 / -0.1580	hartree
HOMO-LUMO gap (alpha / beta)	6.6 / 6.6	eV
molar mass	193.30	g mol⁻¹

```
26
C10H13N2S ωB97M-V/def2-TZVPD
S 2.56286 -1.16540 1.57302
N 1.20427 -0.95046 -0.76235
N -0.03191 0.14330 2.40504
C -2.24120 2.14757 1.07117
C -0.87722 2.37267 0.82939
C -0.07395 1.33683 0.15067
C -2.27895 0.10290 -0.23894
C -0.87758 0.27768 -0.54042
C 0.29487 0.19475 1.16195
C 2.24752 -1.64487 -1.44900
C -0.10539 -0.61901 -1.39649
C 1.17606 -0.69913 0.56851
C -2.85330 0.94026 0.71052
H -0.33689 3.19625 1.08285
H 3.06446 -1.01923 -1.69663
H -3.92913 0.79709 0.91156
H 2.55563 -2.69097 -1.19015
H -0.39001 0.95006 2.97555
H -0.66817 -1.51440 -1.64848
H 1.81109 -1.65256 -2.54440
H 0.05516 -0.12806 -2.30353
H -2.76987 -0.89299 -0.55248
H -2.83869 2.63640 1.78064
H 0.82432 1.73025 -0.32817
H 3.14425 -1.73962 0.53917
H 0.14767 -0.68906 2.91743
```

# 3
DFT (ωB97M-V/def2-TZVPD) results for 2 unconnected molecules or ions with the total composition C3H10O2.

Properties
ΔE to the lowest compared entry with this formula, charge and spin	8.6	kcal/mol
SMILES	CC(C)O.O
calculated total energy	-270.75808	Eh
net charge	0
lowest unoccupied orbital energy	0.0316	hartree
HOMO-LUMO gap	10.7	eV
molar mass	78.11	g mol⁻¹

```
15
C3H10O2 ωB97M-V/def2-TZVPD
O 0.80594 -1.25194 1.20604
O -0.01470 3.06498 0.41595
C 0.56525 -1.29475 -1.19183
C -1.09996 -0.08087 0.25342
C 0.38398 -0.54272 0.14137
H 0.49211 -0.61613 -2.05828
H -1.37857 0.69628 -0.47803
H -1.28466 0.30902 1.26854
H 1.06954 0.32764 0.09286
H -1.74336 -0.96222 0.09260
H 0.40349 3.27769 1.28088
H 1.53564 -1.81730 -1.23516
H 1.44865 -1.89090 0.83316
H -0.94209 2.82517 0.64113
H -0.24121 -2.04390 -1.26265
```

# 4
DFT (ωB97M-V/def2-TZVPD) results for a molecular structure, C21H28ClN3NdO2S.

Properties
ΔE to the lowest compared entry with this formula, charge and spin	4.6	kcal/mol
expectation value of S²	3.780
2S+1	4
calculated total energy	-2551.55370	Eh
net charge	-1
lowest unoccupied orbital energy (alpha / beta)	0.0938 / 0.0939	hartree
HOMO-LUMO gap (alpha / beta)	4.5 / 4.5	eV
molar mass	566.23	g mol⁻¹

```
57
C21H28ClN3NdO2S ωB97M-V/def2-TZVPD
Nd 0.47105 -0.01060 0.32383
Cl 2.61393 -0.06073 -1.09067
S -0.07744 0.01966 3.22051
O 0.27117 -4.14467 -0.35887
O 0.36436 4.12476 -0.40330
N 0.08067 -2.25154 0.76732
N 0.00158 -0.00043 5.95924
N 0.15187 2.24877 0.74802
C 1.17623 2.99700 1.51439
C -0.36979 -2.99464 -0.20016
C -1.43690 1.21745 -1.85330
C 0.32750 -3.45107 2.81028
C 1.52434 4.12934 0.54753
C -1.43437 0.01004 -1.07298
C -1.59935 1.21946 -3.27541
C 2.32764 -2.26376 1.96455
C -1.83911 2.52381 -4.02636
C -0.30545 2.99641 -0.21343
C 0.47751 3.46747 2.76724
C -1.60681 -1.17751 -3.28676
C -1.47111 -2.54492 -1.12713
C 1.40211 -4.17402 0.62306
C -1.44455 -1.19088 -1.86354
C -1.70168 0.02467 -4.00105
C 1.06596 -3.01863 1.56603
C -1.44319 2.56188 -1.10092
C 2.42097 2.20834 1.89995
C -1.85593 -2.47232 -4.05106
C -0.00979 0.00558 4.79785
H 2.39451 3.88530 -0.08527
H -2.75723 3.02950 -3.66002
H -1.02581 -3.19546 -3.92818
H 2.12104 -1.44120 2.65965
H -2.28640 2.48736 -0.40594
H 3.15817 2.84944 2.40941
H -1.99501 -2.27675 -5.13954
H 1.47528 -5.18461 1.05241
H -2.00272 0.02235 0.64115
H -0.58602 -3.97511 2.50250
H 2.83711 -1.82911 1.09573
H -1.62203 -3.39065 -1.80116
H -1.97452 2.33987 -5.11725
H 2.29804 -3.96819 0.01304
H 1.11763 4.08957 3.41120
H 2.19773 1.39129 2.59637
H -1.62522 3.41618 -1.75623
H -2.77456 -2.97790 -3.68617
H 1.64259 5.14291 0.95897
H 2.90977 1.75897 1.02699
H 0.01402 -2.54263 3.34222
H -2.34230 -2.48243 -0.46570
H 3.04138 -2.92668 2.47955
H 0.93542 -4.08401 3.47444
H 0.14769 2.57493 3.31598
H -1.00646 3.24191 -3.89195
H -1.94723 0.03096 -5.09906
H -0.42627 4.01529 2.47198
```

# 5
DFT (ωB97M-V/def2-TZVPD) results for a molecular structure, C24H26IN5NiO2.

Properties
ΔE to the lowest compared entry with this formula, charge and spin	6.8	kcal/mol
expectation value of S²	2.009
2S+1	3
calculated total energy	-3160.38310	Eh
net charge	0
lowest unoccupied orbital energy (alpha / beta)	-0.0167 / -0.0167	hartree
HOMO-LUMO gap (alpha / beta)	6.3 / 6.8	eV
molar mass	602.10	g mol⁻¹

```
59
C24H26IN5NiO2 ωB97M-V/def2-TZVPD
I 3.75397 2.45525 0.66130
Ni 1.30002 1.17604 0.88442
O 1.91788 1.39798 3.00159
O 0.86614 -0.61977 1.20259
N 1.37706 0.71617 -1.23152
N -5.40731 1.46107 -2.92637
N -3.20390 -3.47081 -0.59171
N -1.65420 -2.20331 -1.88221
N 3.04999 1.94302 4.86090
C -4.50240 1.72521 -2.26183
C 0.03258 2.83535 1.06298
C -1.13608 2.59180 0.22281
C -2.52646 -4.57295 -0.90145
C -3.37790 2.04577 -1.42650
C 1.60894 1.68275 -2.12269
C -1.32578 3.23365 -1.01251
C 1.30441 0.17876 -3.92621
C 2.87658 1.94520 3.52374
C -3.25123 1.44849 -0.16568
C 0.76007 -2.83181 2.14613
C 1.08366 -0.51185 -1.66088
C -2.71403 -2.33633 -1.09104
C -2.15650 1.70780 0.63057
C 1.57319 1.46167 -3.48140
C -0.51105 -0.93261 3.16717
C -0.98520 -3.31669 -2.19146
C -2.40279 2.95165 -1.83051
C 3.96109 2.69258 2.76435
C 0.13644 -3.25404 -3.15376
C 0.88746 -2.21866 -3.53846
C 1.04069 -0.84238 -3.01539
C -1.39935 -4.55138 -1.70198
C 0.75402 -1.32279 2.40440
H 4.94673 2.32799 3.02982
H -0.18700 2.77246 2.12479
H -2.91438 -5.50451 -0.49937
H -2.50791 3.44456 -2.78881
H 0.96984 -3.39174 3.06569
H -2.05996 1.21758 1.59675
H -0.55012 -1.43447 4.14042
H 2.36472 1.47160 5.42586
H 1.85993 2.66151 -1.72896
H -0.86777 -5.46081 -1.95012
H 0.58349 3.74152 0.81755
H 3.89766 3.75524 2.97368
H -1.39417 -1.22302 2.58648
H 1.53230 -2.40871 -4.39121
H 3.82286 2.39516 5.30923
H -3.23748 -1.42429 -0.83447
H 0.30650 -4.19248 -3.67332
H 1.28211 -0.04334 -4.98857
H 1.61114 -1.11386 3.07054
H -0.60662 3.98751 -1.32161
H 1.76048 2.27347 -4.17158
H -4.04023 0.78987 0.17818
H 1.53099 -3.06839 1.40600
H 0.91176 -1.23634 -0.87484
H -0.21044 -3.15089 1.75643
H -0.53448 0.14956 3.32202
```